No. 1
Formula: C29H53N6
Source: OMol25
Level of theory: wB97M-V/def2-TZVPD

Calculated values
E_HOMO, eV: -13.06
Lowest unoccupied orbital energy, Eh: -0.1356
Net charge: +1

```
88
C29H53N6, DFT wB97M-V/def2-TZVPD
C -2.269 0.161 1.404
C -1.489 1.272 0.698
C -2.305 2.114 -0.289
C -2.861 3.427 0.297
C -3.565 3.414 1.661
C -5.092 3.171 1.757
C -5.456 2.316 2.994
C -5.587 0.963 2.416
N -5.768 1.006 1.155
C -5.751 2.384 0.612
H -2.807 0.488 2.295
H -2.957 -0.305 0.699
H -1.580 -0.619 1.729
H -1.005 1.925 1.429
H -0.687 0.760 0.167
H -1.667 2.420 -1.120
H -3.080 1.481 -0.736
H -3.478 3.943 -0.447
H -1.993 4.075 0.433
H -3.039 2.724 2.324
H -3.408 4.397 2.105
H -5.597 4.132 1.835
H -4.759 2.371 3.829
H -6.456 2.567 3.374
H -5.564 0.028 2.961
H -5.910 0.176 0.591
H -6.784 2.695 0.450
H -5.231 2.405 -0.339
C -0.349 -2.797 5.935
C -1.723 -3.263 5.477
C -2.234 -2.480 4.263
C -2.396 -1.052 4.543
N -2.601 0.055 4.770
H -0.368 -1.760 6.274
H 0.007 -3.410 6.762
H 0.377 -2.874 5.123
H -2.446 -3.177 6.291
H -1.685 -4.310 5.180
H -3.200 -2.871 3.937
H -1.536 -2.591 3.430
C 4.025 -0.792 -1.182
C 2.743 -0.623 -1.982
C 1.580 -0.091 -1.141
C 1.237 -0.987 -0.037
N 0.986 -1.695 0.831
H 3.927 -1.535 -0.389
H 4.836 -1.111 -1.836
H 4.322 0.154 -0.724
H 2.455 -1.569 -2.443
H 2.902 0.084 -2.795
H 0.692 0.043 -1.762
H 1.840 0.881 -0.713
C 0.175 3.800 -4.281
C -0.068 3.350 -5.716
C -0.547 1.896 -5.810
C 0.436 0.972 -5.248
N 1.257 0.311 -4.795
H 0.963 3.211 -3.809
H 0.482 4.844 -4.250
H -0.734 3.701 -3.681
H 0.848 3.460 -6.299
H -0.822 3.982 -6.187
H -0.731 1.608 -6.846
H -1.484 1.768 -5.263
C 5.482 -0.299 -4.790
C 5.901 0.926 -5.588
C 6.298 2.088 -4.666
C 5.182 2.458 -3.792
N 4.287 2.750 -3.135
H 4.641 -0.047 -4.143
H 5.167 -1.112 -5.443
H 6.296 -0.665 -4.160
H 5.075 1.253 -6.222
H 6.738 0.695 -6.248
H 6.590 2.970 -5.237
H 7.143 1.807 -4.035
C 2.694 -5.099 4.342
C 2.640 -5.830 3.007
C 1.649 -5.193 2.024
C 0.284 -5.205 2.542
N -0.774 -5.211 2.989
H 1.729 -5.135 4.850
H 3.433 -5.553 5.001
H 2.964 -4.050 4.204
H 2.373 -6.877 3.162
H 3.624 -5.820 2.536
H 1.650 -5.721 1.069
H 1.912 -4.153 1.829
```

No. 2
Formula: C29H54B2NO18
Source: OMol25
Level of theory: wB97M-V/def2-TZVPD

Calculated values
E_HOMO, eV: -3.64
Lowest unoccupied orbital energy, Eh: 0.0651
Net charge: -1

```
104
C29H54B2NO18, DFT wB97M-V/def2-TZVPD
C 3.790 3.218 -0.203
C 4.460 1.998 -0.877
C 4.223 0.769 0.020
C 4.808 -0.534 -0.583
O 4.145 -1.625 -0.060
B 3.635 -2.603 -1.088
C 2.410 -3.555 -0.497
C 2.041 -3.279 0.984
C 0.974 -2.222 1.166
O 1.248 -1.146 1.677
N -0.389 -2.477 0.779
C -0.788 -1.792 -0.416
C 0.072 -1.206 -1.318
C -0.398 -0.602 -2.458
C -1.745 -0.559 -2.712
C -2.624 -1.106 -1.805
C -2.138 -1.715 -0.681
B 4.898 -3.537 -1.750
C 4.865 -4.222 -3.199
O 6.088 -3.725 -0.971
H 2.855 2.902 0.270
H 3.626 4.032 -0.916
H 4.408 3.612 0.612
H 3.982 1.863 -1.852
H 5.537 2.165 -0.985
H 4.717 0.962 0.980
H 3.147 0.613 0.143
H 4.721 -0.440 -1.679
H 5.896 -0.535 -0.349
H 3.146 -1.940 -2.021
H 1.509 -3.473 -1.123
H 2.710 -4.611 -0.570
H 1.635 -4.222 1.401
H 2.892 -3.017 1.611
H -0.471 -3.479 0.613
H 1.147 -1.209 -1.152
H 0.320 -0.180 -3.151
H -2.092 -0.079 -3.622
H -3.698 -1.064 -1.955
H -2.836 -2.146 0.032
H 4.586 -3.502 -3.975
H 4.117 -5.027 -3.170
H 5.835 -4.657 -3.486
H 6.712 -3.011 -1.133
C -8.378 -0.861 1.742
O -7.067 -1.343 2.039
C -6.193 -0.386 2.363
O -6.430 0.793 2.419
O -5.023 -0.964 2.613
C -3.978 -0.055 2.974
H -8.991 -1.724 1.495
H -8.810 -0.361 2.607
H -8.356 -0.190 0.885
H -4.235 0.478 3.889
H -3.783 0.646 2.165
H -3.082 -0.643 3.149
C 2.828 4.581 4.418
O 2.903 5.996 4.625
C 3.683 6.631 3.752
O 4.294 6.121 2.853
O 3.667 7.934 4.049
C 4.467 8.736 3.181
H 2.169 4.182 5.185
H 2.409 4.356 3.439
H 3.811 4.125 4.524
H 4.110 8.668 2.155
H 5.513 8.439 3.239
H 4.373 9.764 3.521
C 6.176 -5.829 1.009
O 6.049 -7.092 1.692
C 4.817 -7.578 1.727
O 3.833 -7.074 1.255
O 4.849 -8.748 2.388
C 3.578 -9.382 2.499
H 7.223 -5.544 1.051
H 5.882 -5.919 -0.030
H 5.584 -5.063 1.506
H 3.177 -9.616 1.513
H 2.881 -8.755 3.052
H 3.732 -10.309 3.047
C -11.021 -3.275 -1.500
O -11.135 -1.976 -0.918
C -11.889 -1.125 -1.615
O -12.453 -1.365 -2.649
O -11.907 0.038 -0.963
C -12.682 1.054 -1.600
H -10.388 -3.864 -0.842
H -11.998 -3.752 -1.571
H -10.554 -3.217 -2.482
H -13.725 0.751 -1.676
H -12.280 1.283 -2.585
H -12.616 1.941 -0.976
C 0.845 5.708 -1.115
O 1.542 6.730 -1.835
C 0.917 7.156 -2.928
O -0.144 6.767 -3.338
O 1.675 8.099 -3.497
C 1.121 8.649 -4.690
H 1.451 5.445 -0.253
H -0.120 6.074 -0.767
H 0.717 4.822 -1.734
H 0.166 9.131 -4.485
H 1.001 7.878 -5.450
H 1.823 9.396 -5.053
```

No. 3
Formula: C29H54BClF2N5O3Si
Source: OMol25
Level of theory: wB97M-V/def2-TZVPD

Calculated values
E_HOMO, eV: -10.89
Lowest unoccupied orbital energy, Eh: -0.1444
Net charge: +1

```
96
C29H54BClF2N5O3Si, DFT wB97M-V/def2-TZVPD
C -6.110 1.380 -0.460
C -5.898 0.596 -1.846
O -5.488 -0.788 -1.547
C -4.080 -0.824 -1.860
C -3.361 -2.208 -1.389
C -1.790 -1.970 -1.620
C -0.857 -3.083 -0.906
C 0.684 -3.023 -1.280
N 1.610 -2.304 -0.386
C 1.102 -1.143 0.313
N 1.015 -1.023 1.767
B 2.396 -0.853 2.366
O 2.654 0.080 3.458
N 3.583 -1.600 1.827
C 4.768 -0.670 2.025
C 3.849 -2.859 2.589
C 0.217 -2.050 2.439
F 0.466 -3.399 2.066
F 0.616 -1.986 3.837
C -1.366 -1.668 2.471
C -1.674 -0.813 3.798
Si -3.397 0.065 3.759
C -4.448 -0.880 2.437
C -4.344 -0.012 5.417
C -3.084 1.850 3.104
C -1.720 2.593 3.251
C -1.513 4.030 2.658
C -2.699 4.678 1.916
C -4.063 3.960 1.795
C -4.276 2.545 2.378
N 0.770 -0.013 -0.342
Cl 0.225 1.374 0.566
C 0.854 0.179 -1.814
C 1.412 1.648 -2.240
C 2.927 1.905 -1.797
O 3.272 3.243 -2.225
C 4.185 3.902 -1.316
H -5.876 2.497 -0.512
H -5.436 0.885 0.316
H -7.192 1.198 -0.130
H -6.783 0.647 -2.562
H -5.029 1.138 -2.385
H -3.546 0.010 -1.260
H -3.833 -0.607 -2.962
H -3.736 -3.011 -2.108
H -3.655 -2.390 -0.304
H -1.504 -1.899 -2.734
H -1.542 -0.974 -1.086
H -1.255 -4.096 -1.300
H -1.121 -3.062 0.199
H 1.058 -4.112 -1.378
H 0.763 -2.597 -2.356
H 2.534 -2.102 -0.815
H 2.861 -0.460 4.253
H 4.551 0.393 1.670
H 5.119 -0.714 3.124
H 5.628 -1.063 1.362
H 4.696 -3.427 2.044
H 2.944 -3.554 2.598
H 4.230 -2.650 3.661
H -1.719 -1.180 1.505
H -1.927 -2.669 2.607
H -0.903 0.008 3.987
H -1.699 -1.492 4.733
H -5.484 -0.399 2.405
H -4.559 -1.993 2.712
H -3.975 -0.789 1.394
H -4.163 -1.029 5.936
H -4.059 0.848 6.111
H -5.471 0.047 5.162
H -0.825 2.139 3.787
H -0.490 4.524 2.798
H -2.593 5.715 1.465
H -4.947 4.456 1.269
H -5.263 1.978 2.297
H 1.591 -0.590 -2.279
H -0.125 0.058 -2.382
H 0.698 2.492 -1.954
H 1.413 1.624 -3.396
H 3.614 1.191 -2.394
H 3.135 1.684 -0.695
H 3.841 5.004 -1.247
H 4.178 3.502 -0.250
H 5.236 3.951 -1.785
C 6.613 0.309 -4.845
C 5.791 -0.211 -6.020
C 4.305 0.140 -5.909
C 3.727 -0.469 -4.665
N 3.273 -0.948 -3.688
H 6.293 -0.138 -3.900
H 7.668 0.061 -4.981
H 6.527 1.397 -4.758
H 5.911 -1.297 -6.084
H 6.188 0.211 -6.947
H 3.762 -0.241 -6.778
H 4.168 1.225 -5.873
```

No. 4
Formula: C29H54BHoN8O2P
Source: OMol25
Level of theory: wB97M-V/def2-TZVPD

Calculated values
<S²>: 6.004
2S+1: 5
E_HOMO (alpha / beta), eV: -14.56 / -14.57
Lowest unoccupied orbital energy (alpha / beta), Eh: -0.2559 / -0.2553
Net charge: +3

```
96
C29H54BHoN8O2P, DFT wB97M-V/def2-TZVPD
Ho -0.115 0.408 1.352
N 0.225 2.785 2.615
C -0.105 3.937 1.752
C -1.511 3.775 1.190
N -1.579 2.595 0.302
H -0.452 2.784 3.384
H 1.122 2.993 3.056
H 0.625 3.977 0.938
H -0.055 4.882 2.303
H -1.786 4.696 0.669
H -2.218 3.624 2.013
H -0.956 2.787 -0.487
H -2.514 2.566 -0.103
N 1.493 -2.088 1.534
C 2.881 -1.697 1.862
C 2.883 -0.810 3.099
N 2.303 0.517 2.786
H 1.166 -2.692 2.291
H 1.559 -2.689 0.713
H 3.296 -1.153 1.005
H 3.518 -2.569 2.046
H 3.907 -0.723 3.477
H 2.268 -1.278 3.875
H 2.947 0.982 2.137
H 2.366 1.056 3.651
C -6.006 0.107 3.933
N -5.180 0.331 2.730
C -4.529 1.649 2.782
C -4.165 -0.758 2.476
C -3.038 -0.708 3.479
C -3.320 -1.273 4.723
C -2.443 -1.128 5.776
C -1.286 -0.401 5.571
C -0.978 0.072 4.306
C -1.814 -0.065 3.167
H -6.707 0.930 4.053
H -5.373 0.043 4.818
H -6.575 -0.817 3.835
H -5.831 0.334 1.939
H -3.887 1.695 3.660
H -5.281 2.433 2.832
H -3.912 1.792 1.895
H -3.792 -0.611 1.454
H -4.699 -1.707 2.546
H -4.228 -1.842 4.864
H -2.670 -1.551 6.738
H -0.608 -0.228 6.392
H -0.030 0.603 4.218
C -3.095 -2.914 -3.746
N -1.608 -2.668 -3.512
C -1.061 -3.862 -2.736
N -1.780 -4.036 -1.535
C -3.188 -4.272 -1.814
N -3.756 -3.134 -2.517
C -3.869 -1.959 -1.689
P -2.200 -1.320 -1.073
C -1.388 -1.400 -2.781
C -1.549 -3.012 -0.546
H -3.195 -3.799 -4.381
H -3.510 -2.047 -4.268
H -1.132 -2.616 -4.417
H 0.005 -3.703 -2.548
H -1.188 -4.746 -3.367
H -3.730 -4.440 -0.884
H -3.287 -5.159 -2.445
H -4.494 -2.202 -0.826
H -4.371 -1.164 -2.250
H -0.314 -1.233 -2.644
H -1.782 -0.572 -3.379
H -2.019 -3.316 0.393
H -0.473 -2.894 -0.371
C 6.339 2.853 -4.625
C 5.822 1.527 -4.061
C 5.574 0.568 -5.234
C 6.896 0.947 -3.126
C 4.548 1.684 -3.243
C 4.078 2.926 -2.807
C 2.972 3.077 -1.982
C 2.312 1.928 -1.599
O 1.226 1.738 -0.770
B 0.936 0.332 -0.766
O 1.882 -0.279 -1.586
C 2.731 0.686 -2.074
C 3.844 0.537 -2.873
H 7.208 2.663 -5.249
H 6.652 3.528 -3.834
H 5.589 3.341 -5.240
H 6.449 0.539 -5.874
H 4.727 0.904 -5.827
H 5.384 -0.448 -4.899
H 7.822 0.796 -3.672
H 6.586 -0.009 -2.710
H 7.093 1.634 -2.307
H 4.589 3.823 -3.110
H 2.653 4.056 -1.658
H 4.161 -0.443 -3.187
```

No. 5
Formula: C29H54Cl14NO5
Source: OMol25
Level of theory: wB97M-V/def2-TZVPD

Calculated values
E_HOMO, eV: -11.45
Lowest unoccupied orbital energy, Eh: -0.1400
Net charge: +1

```
103
C29H54Cl14NO5, DFT wB97M-V/def2-TZVPD
C -6.141 -0.615 -4.084
C -5.841 0.608 -4.999
C -4.500 1.209 -4.549
O -3.670 1.579 -5.672
C -2.318 1.248 -5.509
C -1.524 1.878 -4.354
C -1.356 0.969 -3.135
O -0.222 0.105 -3.270
C 0.929 0.579 -2.671
O 1.824 0.856 -3.368
C 1.047 0.702 -1.176
C 0.870 -0.624 -0.422
C -1.688 1.821 -6.799
N -0.835 1.050 -7.333
C -0.678 -0.155 -6.478
C -0.316 -1.503 -7.115
C 0.054 -2.476 -5.984
O -0.400 -3.799 -6.338
C -1.379 -4.185 -5.455
O -2.501 -3.970 -5.688
C -2.074 -0.249 -5.846
H -7.204 -0.725 -3.883
H -5.654 -0.504 -3.111
H -5.699 -1.504 -4.538
H -6.652 1.313 -4.823
H -5.814 0.305 -6.043
H -3.984 0.431 -3.984
H -4.635 2.094 -3.922
H -0.522 2.162 -4.693
H -2.037 2.785 -4.028
H -1.192 1.622 -2.273
H -2.224 0.360 -2.886
H 1.965 1.220 -0.923
H 0.241 1.362 -0.834
H 0.695 -0.460 0.641
H 0.017 -1.189 -0.804
H 1.783 -1.208 -0.549
H -1.932 2.788 -7.224
H -0.320 1.219 -8.191
H 0.074 0.163 -5.744
H -1.176 -1.868 -7.675
H 0.537 -1.394 -7.789
H 1.126 -2.465 -5.794
H -0.425 -2.204 -5.038
H -1.070 -4.704 -4.533
H -2.729 -0.373 -6.714
H -2.260 -1.016 -5.106
Cl -0.391 -1.019 2.901
C -0.982 0.445 3.738
C -1.720 1.378 2.814
Cl -0.634 2.150 1.623
H -0.118 0.936 4.208
H -1.654 0.105 4.525
H -2.172 2.183 3.393
H -2.507 0.864 2.267
Cl 3.088 -0.664 6.188
C 3.430 0.832 5.279
C 2.729 2.032 5.863
Cl 0.955 1.939 5.641
H 3.144 0.666 4.242
H 4.508 0.986 5.318
H 3.068 2.939 5.360
H 2.927 2.135 6.924
Cl -3.360 -3.262 4.658
C -3.911 -4.053 3.160
C -3.268 -3.456 1.934
Cl -3.832 -1.794 1.626
H -4.995 -3.978 3.119
H -3.642 -5.106 3.239
H -3.526 -4.047 1.056
H -2.184 -3.430 2.024
Cl 5.092 3.809 4.618
C 5.423 5.301 3.699
C 4.704 6.490 4.283
Cl 2.939 6.375 4.062
H 5.139 5.129 2.664
H 6.500 5.464 3.736
H 5.030 7.399 3.781
H 4.904 6.594 5.347
Cl -2.371 -9.746 -5.496
C -3.547 -8.510 -4.988
C -2.874 -7.229 -4.565
Cl -1.960 -7.414 -3.043
H -4.150 -8.927 -4.186
H -4.195 -8.318 -5.842
H -3.625 -6.459 -4.389
H -2.187 -6.870 -5.326
Cl 2.055 0.857 9.494
C 1.426 2.291 10.343
C 0.684 3.213 9.410
Cl 1.778 3.995 8.241
H 2.263 2.795 10.820
H 0.751 1.933 11.120
H 0.204 4.008 9.979
H -0.082 2.682 8.848
Cl 7.003 1.356 6.802
C 8.326 1.164 5.625
C 9.558 1.935 6.025
Cl 9.311 3.697 5.914
H 7.959 1.478 4.651
H 8.556 0.100 5.579
H 10.381 1.688 5.355
H 9.862 1.702 7.043
```

Number 1: largest force on an atom 0.007 Eh/bohr. Number 2: largest force on an atom 0.039 Eh/bohr. Number 3: largest force on an atom 0.085 Eh/bohr. Number 4: largest force on an atom 0.055 Eh/bohr. Number 5: largest force on an atom 0.062 Eh/bohr.